1.
DFT (ωB97M-V/def2-TZVPD) results for one molecule with the formula C3H3NO.

Structure (SMILES)   C#C/C=N/O
Energy   -6692.5813 eV
Gap between HOMO and LUMO   9.757 eV
Maximum force   9.8 eV/A

Element x y z (Å)
C (-0.14453, 0.35524, -0.09030)
C (1.13402, -0.05753, -0.06680)
C (2.39956, -0.11739, 0.04632)
H (-2.94345, -0.66260, -0.28359)
H (-0.48574, 1.35598, -0.00567)
H (3.42138, -0.42594, 0.29674)
N (-1.07811, -0.49851, -0.02488)
O (-2.30313, 0.05075, 0.12817)

2.
DFT (ωB97M-V/def2-TZVPD) results for one molecule with the formula C24H22N4O3.

Structure (SMILES)   COc1ccc(OCCn2cc(/C=N/NC(=O)c3ccncc3)c3ccccc32)cc1
Energy   -37346.8701 eV
Gap between HOMO and LUMO   8.086 eV
Maximum force   1.2 eV/A

Element x y z (Å)
C (-7.85662, -1.00257, 0.76365)
H (-7.45545, -0.84434, 1.77039)
O (-7.12377, -0.29225, -0.20348)
C (-5.80486, -0.59624, -0.37245)
C (-5.13095, 0.12854, -1.35928)
C (-3.79782, -0.09551, -1.60503)
C (-3.09029, -1.05255, -0.87399)
C (-3.75690, -1.77514, 0.10301)
C (-5.10461, -1.54924, 0.35158)
H (-5.58699, -2.13267, 1.11992)
H (-3.25378, -2.53061, 0.68728)
O (-1.76967, -1.19599, -1.21477)
C (-0.91479, -1.93118, -0.37912)
C (-0.60191, -1.19865, 0.94162)
N (0.05997, 0.05060, 0.69390)
C (1.38597, 0.18008, 0.44017)
C (1.69580, 1.48603, 0.12859)
C (2.99069, 2.00476, -0.17929)
N (4.01086, 1.23873, -0.20694)
N (5.21674, 1.75394, -0.50404)
C (6.37160, 1.03053, -0.51232)
O (7.43938, 1.57861, -0.70401)
C (6.24087, -0.43354, -0.26332)
C (7.20165, -1.06138, 0.52428)
C (7.08854, -2.42473, 0.74287)
N (6.12131, -3.16522, 0.22888)
C (5.22544, -2.56970, -0.53949)
C (5.23194, -1.21254, -0.82085)
H (4.47895, -0.77633, -1.45607)
H (4.46194, -3.21839, -0.95045)
H (7.80591, -2.95380, 1.35661)
H (8.00888, -0.48637, 0.95016)
H (5.31393, 2.76039, -0.67195)
H (3.06802, 3.07775, -0.39060)
C (0.45885, 2.21160, 0.17911)
C (0.11104, 3.54221, -0.03876)
C (-1.20999, 3.90907, 0.09429)
C (-2.18749, 2.97741, 0.44794)
C (-1.87079, 1.65515, 0.67582)
C (-0.54272, 1.27502, 0.53048)
H (-2.64049, 0.94885, 0.94703)
H (-3.21360, 3.29873, 0.54424)
H (-1.50030, 4.93529, -0.07532)
H (0.86076, 4.27113, -0.30779)
H (2.05446, -0.65624, 0.50876)
H (-1.52818, -1.00187, 1.48597)
H (0.04424, -1.83537, 1.55250)
H (-1.31425, -2.93050, -0.16500)
H (0.00774, -2.04045, -0.95645)
H (-3.27010, 0.46331, -2.36073)
H (-5.68135, 0.86761, -1.91864)
H (-7.87807, -2.07544, 0.54555)
H (-8.86970, -0.60652, 0.71553)

3.
DFT (ωB97M-V/def2-TZVPD) results for one molecule with the formula C4H10O.

Structure (SMILES)   CCOCC
Energy   -6356.6494 eV
Gap between HOMO and LUMO   10.665 eV
Maximum force   0.5 eV/A

Element x y z (Å)
C (1.89641, 0.50804, 0.48203)
C (1.03432, -0.21335, -0.54850)
O (0.18311, -1.21679, -0.04428)
C (-1.16072, -0.89451, 0.37791)
C (-1.78251, 0.34916, -0.27302)
H (2.38754, 1.36780, 0.00582)
H (2.67556, -0.14477, 0.88815)
H (1.29596, 0.89332, 1.31412)
H (0.44768, 0.52946, -1.09172)
H (1.67213, -0.66578, -1.31550)
H (-1.18903, -0.79937, 1.47458)
H (-1.73788, -1.79171, 0.12407)
H (-2.03178, 1.13042, 0.45303)
H (-2.64886, 0.14895, -0.91339)
H (-1.04192, 0.79911, -0.93330)

4.
DFT (ωB97M-V/def2-TZVPD) results for C55H48BrN7O3PSSr as an isolated structure.

Energy   -165395.2164 eV
Gap between HOMO and LUMO   4.701 eV
Net charge   -1
Maximum force   1.3 eV/A

Element x y z (Å)
Sr (0.44823, -0.03585, 0.08997)
O (-3.38111, -1.08900, 2.34872)
C (-2.26669, -1.02600, 1.80117)
N (-1.76810, -0.03413, 1.07626)
C (-2.67562, 1.08460, 0.95192)
C (-1.99173, 2.42159, 0.84540)
C (-2.80076, 3.55998, 0.90111)
C (-2.24062, 4.80928, 0.77230)
C (-0.86611, 4.89872, 0.60209)
C (-0.14672, 3.72549, 0.55251)
N (-0.67134, 2.50302, 0.67076)
C (-1.33368, -2.21506, 2.05186)
C (-1.81160, -3.22353, 2.88604)
C (-0.99735, -4.29737, 3.18126)
C (0.27712, -4.33184, 2.63615)
C (0.66184, -3.29241, 1.80953)
N (-0.11688, -2.25732, 1.50428)
H (-3.38298, 1.10562, 1.79048)
H (-3.30574, 0.98626, 0.05714)
H (-3.86851, 3.43143, 1.02267)
H (-2.85925, 5.69746, 0.79143)
H (-0.36574, 5.84838, 0.47505)
H (0.91971, 3.78126, 0.37469)
H (-2.81508, -3.11654, 3.26983)
H (-1.34584, -5.09575, 3.82508)
H (0.96103, -5.14752, 2.82755)
H (1.64366, -3.30537, 1.35434)
C (1.36221, 0.09258, -6.62615)
C (1.20216, -1.15507, -6.03968)
C (0.27506, -1.33998, -5.02438)
C (-0.51124, -0.28092, -4.56703)
C (-0.32975, 0.97326, -5.15572)
C (0.58913, 1.15339, -6.17881)
P (-1.56270, -0.50424, -3.07154)
C (-3.18779, 0.22394, -3.50448)
C (-4.12794, 0.18030, -2.47540)
C (-5.39080, 0.72236, -2.63330)
C (-5.73838, 1.33563, -3.83073)
C (-4.81610, 1.37848, -4.86440)
C (-3.55533, 0.81774, -4.70518)
C (-1.97249, -2.28643, -3.21827)
C (-3.04315, -2.68588, -3.98249)
C (-3.37842, -4.04693, -4.11364)
C (-2.61613, -4.98287, -3.47957)
C (-1.49134, -4.60328, -2.70948)
C (-0.69279, -5.60634, -2.10595)
C (0.42513, -5.22484, -1.42427)
C (0.74524, -3.85258, -1.31967)
C (0.02040, -2.79091, -1.82881)
C (-1.13513, -3.23298, -2.55972)
H (2.08114, 0.23576, -7.42376)
H (1.79715, -1.99629, -6.37446)
H (0.17182, -2.31917, -4.57637)
H (-0.87677, 1.82554, -4.77413)
H (0.70366, 2.13750, -6.61713)
H (-3.86463, -0.29258, -1.53434)
H (-6.10068, 0.67400, -1.81657)
H (-6.71859, 1.77907, -3.95361)
H (-5.07303, 1.85488, -5.80247)
H (-2.85841, 0.85481, -5.53104)
H (-3.65150, -1.94591, -4.48465)
H (-4.23199, -4.33844, -4.71368)
H (-2.84919, -6.03923, -3.56372)
H (-0.97694, -6.64772, -2.20943)
H (1.06208, -5.96844, -0.95536)
H (1.65872, -3.67115, -0.75107)
N (2.79161, 1.79511, 0.03902)
C (3.37064, 1.94461, -1.29763)
C (2.27264, 2.07134, -2.33622)
N (1.44673, 0.86869, -2.36523)
H (2.38623, 2.66845, 0.35237)
H (3.50392, 1.55417, 0.71749)
H (3.96482, 1.04635, -1.49677)
H (4.05044, 2.80455, -1.37376)
H (2.72054, 2.30763, -3.31081)
H (1.61169, 2.90898, -2.09372)
H (1.86402, 0.14525, -2.94270)
H (0.56379, 1.09978, -2.81483)
Br (-0.36012, 2.96450, 7.36953)
C (0.35641, 2.05815, 5.86690)
C (1.71856, 1.80199, 5.82138)
C (2.24944, 1.14488, 4.72475)
C (1.41409, 0.75032, 3.68038)
C (0.05137, 1.02633, 3.73403)
C (-0.48352, 1.67604, 4.83544)
N (1.85893, 0.08136, 2.51309)
C (2.97084, -0.54248, 2.50839)
C (3.50326, -1.24450, 1.32128)
C (4.73339, -1.88297, 1.41083)
C (5.20294, -2.55953, 0.28985)
C (4.42906, -2.57603, -0.85389)
C (3.20070, -1.91214, -0.85217)
N (2.75691, -1.25666, 0.20846)
H (2.35735, 2.12104, 6.63310)
H (3.31738, 0.97559, 4.69314)
H (-0.59087, 0.70850, 2.92008)
H (-1.54375, 1.88101, 4.88118)
H (3.61440, -0.62214, 3.38995)
H (5.30240, -1.85789, 2.33032)
H (6.15548, -3.07184, 0.32274)
H (4.74244, -3.10458, -1.74344)
H (2.52900, -1.92170, -1.70727)
O (-3.21387, 8.56361, -5.89421)
C (-3.98188, 7.58043, -5.33692)
O (-5.18056, 7.68897, -5.39899)
C (-3.26592, 6.46492, -4.69213)
C (-1.88657, 6.25144, -4.79287)
C (-1.27644, 5.19439, -4.15489)
C (-2.00469, 4.28178, -3.36608)
S (-1.27373, 2.96690, -2.53567)
C (-3.39974, 4.49766, -3.29356)
C (-4.00900, 5.54922, -3.93488)
H (-2.28788, 8.37896, -5.70560)
H (-1.25429, 6.89471, -5.39994)
H (-0.20775, 5.04681, -4.25278)
H (-3.99004, 3.79465, -2.71819)
H (-5.07978, 5.69010, -3.86505)

Please write out number 2 again, unchanged.
DFT (ωB97M-V/def2-TZVPD) results for one molecule with the formula C24H22N4O3.

Structure (SMILES)   COc1ccc(OCCn2cc(/C=N/NC(=O)c3ccncc3)c3ccccc32)cc1
Energy   -37346.8701 eV
Gap between HOMO and LUMO   8.086 eV
Maximum force   1.2 eV/A

Element x y z (Å)
C (-7.85662, -1.00257, 0.76365)
H (-7.45545, -0.84434, 1.77039)
O (-7.12377, -0.29225, -0.20348)
C (-5.80486, -0.59624, -0.37245)
C (-5.13095, 0.12854, -1.35928)
C (-3.79782, -0.09551, -1.60503)
C (-3.09029, -1.05255, -0.87399)
C (-3.75690, -1.77514, 0.10301)
C (-5.10461, -1.54924, 0.35158)
H (-5.58699, -2.13267, 1.11992)
H (-3.25378, -2.53061, 0.68728)
O (-1.76967, -1.19599, -1.21477)
C (-0.91479, -1.93118, -0.37912)
C (-0.60191, -1.19865, 0.94162)
N (0.05997, 0.05060, 0.69390)
C (1.38597, 0.18008, 0.44017)
C (1.69580, 1.48603, 0.12859)
C (2.99069, 2.00476, -0.17929)
N (4.01086, 1.23873, -0.20694)
N (5.21674, 1.75394, -0.50404)
C (6.37160, 1.03053, -0.51232)
O (7.43938, 1.57861, -0.70401)
C (6.24087, -0.43354, -0.26332)
C (7.20165, -1.06138, 0.52428)
C (7.08854, -2.42473, 0.74287)
N (6.12131, -3.16522, 0.22888)
C (5.22544, -2.56970, -0.53949)
C (5.23194, -1.21254, -0.82085)
H (4.47895, -0.77633, -1.45607)
H (4.46194, -3.21839, -0.95045)
H (7.80591, -2.95380, 1.35661)
H (8.00888, -0.48637, 0.95016)
H (5.31393, 2.76039, -0.67195)
H (3.06802, 3.07775, -0.39060)
C (0.45885, 2.21160, 0.17911)
C (0.11104, 3.54221, -0.03876)
C (-1.20999, 3.90907, 0.09429)
C (-2.18749, 2.97741, 0.44794)
C (-1.87079, 1.65515, 0.67582)
C (-0.54272, 1.27502, 0.53048)
H (-2.64049, 0.94885, 0.94703)
H (-3.21360, 3.29873, 0.54424)
H (-1.50030, 4.93529, -0.07532)
H (0.86076, 4.27113, -0.30779)
H (2.05446, -0.65624, 0.50876)
H (-1.52818, -1.00187, 1.48597)
H (0.04424, -1.83537, 1.55250)
H (-1.31425, -2.93050, -0.16500)
H (0.00774, -2.04045, -0.95645)
H (-3.27010, 0.46331, -2.36073)
H (-5.68135, 0.86761, -1.91864)
H (-7.87807, -2.07544, 0.54555)
H (-8.86970, -0.60652, 0.71553)

gap between HOMO and LUMO of number 3 (C4H10O)? 10.665 eV

Please write out number 3 again, unchanged.
DFT (ωB97M-V/def2-TZVPD) results for one molecule with the formula C4H10O.

Structure (SMILES)   CCOCC
Energy   -6356.6494 eV
Gap between HOMO and LUMO   10.665 eV
Maximum force   0.5 eV/A

Element x y z (Å)
C (1.89641, 0.50804, 0.48203)
C (1.03432, -0.21335, -0.54850)
O (0.18311, -1.21679, -0.04428)
C (-1.16072, -0.89451, 0.37791)
C (-1.78251, 0.34916, -0.27302)
H (2.38754, 1.36780, 0.00582)
H (2.67556, -0.14477, 0.88815)
H (1.29596, 0.89332, 1.31412)
H (0.44768, 0.52946, -1.09172)
H (1.67213, -0.66578, -1.31550)
H (-1.18903, -0.79937, 1.47458)
H (-1.73788, -1.79171, 0.12407)
H (-2.03178, 1.13042, 0.45303)
H (-2.64886, 0.14895, -0.91339)
H (-1.04192, 0.79911, -0.93330)

Repeat the first record exactly.
DFT (ωB97M-V/def2-TZVPD) results for one molecule with the formula C3H3NO.

Structure (SMILES)   C#C/C=N/O
Energy   -6692.5813 eV
Gap between HOMO and LUMO   9.757 eV
Maximum force   9.8 eV/A

Element x y z (Å)
C (-0.14453, 0.35524, -0.09030)
C (1.13402, -0.05753, -0.06680)
C (2.39956, -0.11739, 0.04632)
H (-2.94345, -0.66260, -0.28359)
H (-0.48574, 1.35598, -0.00567)
H (3.42138, -0.42594, 0.29674)
N (-1.07811, -0.49851, -0.02488)
O (-2.30313, 0.05075, 0.12817)